Entry 1:
The following is a DFT calculation (the ωB97M-V functional and the def2-TZVPD basis) of a 2-piece molecular cluster, C2H7NO overall in a non-equilibrium geometry.

Last column: Mulliken charge in e.
Atoms and positions in Å:
C1 -1.635240 0.412640 1.108610  -0.86
C2 -1.064841 0.163445 -0.348402  0.03
N1 0.003064 0.393424 0.394009  -0.03
H1 -2.724914 0.475282 0.907889  0.37
H2 -1.360313 1.323452 1.644184  0.38
H3 -1.641937 -0.472820 1.747676  0.40
H4 -1.253274 -0.863137 -0.678429  0.34
H5 -1.351013 0.956292 -1.049999  0.29
H6 2.338250 -1.410797 -1.650333  0.34
H7 1.578750 -0.510828 -0.707151  0.32
O1 2.481283 -0.757922 -0.967572  -0.58

Force components x, y, z for each atom (eV/Å):
C -0.34 -0.32 2.85
C 0.83 -0.03 -1.98
N -1.36 -0.13 0.15
H 0.34 0.49 -1.00
H -0.21 0.01 0.00
H 0.68 0.15 0.02
H -0.08 -0.06 0.06
H -0.09 0.01 0.01
H 0.19 -0.38 -0.41
H 0.77 -0.17 -0.11
O -0.73 0.42 0.41

Calculated values
2S+1: 2
LUMO level (alpha / beta): -7.87 / -8.28 eV
ΔE to the lowest compared entry with this formula, charge and spin: 100.0 kcal per mole
orbital gap (alpha / beta): 7.31 / 6.89 eV
expectation value of S²: 0.758
total charge: +1

Entry 2:
The following is a DFT calculation (the ωB97M-V functional and the def2-TZVPD basis) of one molecule with the formula C4H4N2O.

Last column: Mulliken charge in e.
Atoms and positions in Å:
O1 2.122802 -0.927399 0.848797  -0.45
C1 1.517700 -0.975805 -0.196967  -0.09
C2 0.977824 1.659998 -0.250813  -0.44
C3 -0.259733 1.439600 0.140082  0.08
N1 -1.151669 0.383745 0.286683  -0.16
C4 -0.884184 -0.923113 -0.051387  0.12
N2 0.225369 -1.461440 -0.328350  -0.42
H1 1.989870 -0.731639 -1.165666  0.44
H2 -0.625887 2.443582 0.396340  0.32
H3 -2.122126 0.623869 0.412370  0.25
H4 -1.789971 -1.531399 -0.091093  0.34

Force components x, y, z for each atom (eV/Å):
O -0.30 -0.01 -0.38
C 0.20 0.06 0.22
C -0.62 -0.05 0.22
C 0.45 -0.06 -0.14
N 0.03 -0.01 0.00
C 0.15 -0.15 -0.09
N -0.25 0.22 0.12
H 0.01 -0.08 0.10
H 0.07 0.03 -0.06
H 0.13 -0.04 0.01
H 0.12 0.08 0.01

Calculated values
LUMO level: -0.89 eV
ΔE to the lowest compared entry with this formula, charge and spin: 110.8 kcal per mole
orbital gap: 8.70 eV

Entry 3:
The following is a DFT calculation (the ωB97M-V functional and the def2-TZVPD basis) of one molecule with the formula C3H5NO2.

Last column: Mulliken charge in e.
Atoms and positions in Å:
C1 1.747550 0.651043 0.351247  -0.62
O1 0.501348 1.354328 0.324655  -0.32
C2 -0.563771 0.612442 0.055680  0.21
N1 -0.498679 -0.636851 -0.156656  -0.40
C3 -1.658425 -1.350332 -0.473541  0.06
O2 -1.971480 -2.379162 0.066405  -0.46
H1 1.949623 0.202547 -0.624661  0.29
H2 1.712732 -0.142049 1.101814  0.31
H3 2.500909 1.397098 0.600315  0.23
H4 -1.471620 1.225574 0.071386  0.39
H5 -2.248188 -0.934634 -1.316644  0.31

Force components x, y, z for each atom (eV/Å):
C 0.23 -0.09 0.00
O -0.14 -0.02 -0.02
C -0.08 -0.22 -0.06
N -0.06 0.29 0.08
C -0.13 -0.27 0.11
O 0.12 0.41 -0.20
H -0.01 0.07 0.13
H 0.03 0.10 -0.08
H -0.10 -0.10 -0.03
H 0.11 -0.15 -0.03
H 0.04 -0.02 0.10

Calculated values
LUMO level: 0.75 eV
ΔE to the lowest compared entry with this formula, charge and spin: 33.2 kcal per mole
orbital gap: 10.90 eV
SMILES: CO/C=N/C=O

Entry 4:
The following is a DFT calculation (the ωB97M-V functional and the def2-TZVPD basis) of a 8-piece molecular cluster, C15H45N5O12S2 overall in a non-equilibrium geometry.

Last column: Mulliken charge in e.
Atoms and positions in Å:
C1 2.444950 -0.467638 1.018050  -1.09
S1 1.452325 -1.044986 -0.448353  1.50
O1 1.616040 0.008757 -1.505974  -0.65
O2 2.144457 -2.305748 -0.959980  -0.65
C2 -0.311494 -1.481833 -0.031993  -0.07
C3 -0.163708 -3.038371 0.392655  -0.70
O3 -1.308898 -3.528813 1.153101  -0.01
N1 -1.444595 -4.845708 0.769591  0.08
O4 -2.591597 -5.123886 0.650435  -0.28
N2 -0.641051 -0.501148 1.037710  -0.06
C4 -0.807026 0.831502 0.469597  0.06
O5 -0.552121 1.957382 0.944646  -0.67
C5 -1.481839 0.474667 -0.959514  -0.89
C6 -1.471029 -1.117341 -1.107163  0.73
S2 -0.974760 -1.316648 -2.929666  -0.17
C7 -2.841832 -1.947448 -1.070907  -1.38
C8 -3.921554 -1.465335 -0.000026  0.38
N3 -4.514550 -0.137032 -0.263686  -0.35
N4 -3.466980 -1.504146 1.419897  -0.46
N5 -5.071750 -2.463650 -0.103534  -0.74
H1 2.275836 -1.102871 1.952093  0.35
H2 3.551761 -0.360840 0.799584  0.37
H3 2.053026 0.580435 1.288570  0.37
H4 -0.069765 -3.661515 -0.558337  0.42
H5 0.774834 -3.163790 1.047145  0.28
H6 -0.156192 -0.592338 1.937172  0.44
H7 -0.754911 0.943571 -1.720997  0.47
H8 -2.426319 1.069602 -1.162223  0.09
H9 -2.096604 -0.781108 -3.580594  0.20
H10 -3.329221 -1.820384 -2.103325  0.51
H11 -2.688092 -3.082419 -0.964642  0.17
H12 -4.755730 0.001490 -1.250702  0.25
H13 -5.309188 0.054574 0.355537  0.28
H14 -4.128758 -0.996422 2.034031  0.28
H15 -3.525188 -2.484453 1.752415  0.28
H16 -4.729530 -3.422976 0.056345  0.27
H17 -5.696512 -2.185643 0.674808  0.31
C9 4.009298 2.165786 3.865028  -0.51
O6 3.491264 1.980915 2.553998  -0.42
H18 4.394732 1.212779 4.228284  0.11
H19 4.820463 2.897863 3.840219  0.25
H20 3.214410 2.511578 4.530802  0.31
H21 3.157084 2.835721 2.254999  0.25
C10 7.058351 -0.842637 3.576326  -0.48
O7 5.940914 -0.912206 4.451360  -0.47
H22 6.889527 -0.043466 2.854399  0.21
H23 7.963674 -0.626241 4.149569  0.31
H24 7.170936 -1.791003 3.045260  0.19
H25 6.113943 -1.624394 5.078274  0.27
C11 -6.456937 2.308402 -3.254408  -0.65
O8 -6.143217 1.606842 -2.057454  -0.44
H26 -5.777297 1.982981 -4.041843  0.25
H27 -7.485253 2.090683 -3.552163  0.27
H28 -6.335079 3.382029 -3.091785  0.29
H29 -6.756952 1.912454 -1.377996  0.26
C12 -2.829429 4.272326 -1.610587  -0.30
O9 -4.226215 4.520473 -1.699449  -0.54
H30 -2.305143 5.227096 -1.565990  0.02
H31 -2.614880 3.698826 -0.704974  0.28
H32 -2.496627 3.718246 -2.492317  0.24
H33 -4.665788 3.660868 -1.737247  0.32
C13 -1.343059 7.708049 -0.036860  -0.52
O10 -2.738803 7.954991 -0.126303  -0.50
H34 -0.819113 8.662745 0.008540  0.25
H35 -1.128681 7.134415 0.868629  0.23
H36 -1.009610 7.154589 -0.918696  0.23
H37 -3.179645 7.096815 -0.165114  0.31
C14 4.755655 -4.030332 0.380730  -0.13
O11 5.670841 -3.910583 1.464189  -0.53
H38 3.833875 -3.508865 0.637254  -0.06
H39 5.187145 -3.580687 -0.515013  0.11
H40 4.536182 -5.085963 0.200806  0.31
H41 6.474933 -4.379272 1.211004  0.30
C15 4.842654 -2.600490 -2.995320  -0.12
O12 5.077683 -3.822036 -3.685109  -0.54
H42 5.749547 -2.316961 -2.459970  0.28
H43 4.586239 -1.817216 -3.713290  0.31
H44 4.027247 -2.734015 -2.281375  -0.16
H45 4.262695 -4.048597 -4.148170  0.29

Force components x, y, z for each atom (eV/Å):
C -1.39 1.20 1.64
S 5.24 -1.17 -5.41
O -1.43 -1.20 2.94
O -2.15 2.08 2.01
C -1.36 -0.34 1.20
C 0.99 0.61 0.26
O 0.56 1.06 -0.76
N -1.68 -0.85 -0.56
O 1.18 0.04 0.57
N 0.95 1.28 -0.31
C -1.20 0.29 -0.35
O -0.69 -3.98 -1.09
C 1.12 1.75 0.28
C 0.10 1.28 -1.49
S 0.10 -0.34 -0.34
C -0.64 0.60 0.54
C -1.90 -1.07 0.74
N 1.31 -0.50 -0.09
N -0.07 -0.11 0.10
N 0.48 0.33 -0.23
H 0.29 0.54 -1.44
H -1.56 -0.54 -0.37
H 0.62 -1.58 -0.52
H 0.14 1.07 1.28
H -1.35 0.17 -1.14
H -0.25 0.12 -0.54
H -0.86 -1.04 1.14
H 0.81 -1.24 0.77
H 0.89 -0.47 1.18
H 0.66 -0.13 1.71
H 0.01 1.86 -0.05
H -0.22 -0.19 0.76
H 0.40 -0.28 -0.58
H 0.49 -0.14 -0.78
H 0.29 0.87 -0.46
H -0.28 0.59 0.15
H 0.38 -0.64 -0.69
C -0.05 0.14 0.00
O -0.08 0.05 -0.19
H -0.03 0.04 -0.13
H 0.03 -0.03 0.21
H 0.13 0.01 0.16
H 0.03 -0.22 -0.03
C 0.05 -0.25 0.15
O -0.15 0.04 0.15
H -0.08 -0.05 0.11
H 0.12 0.05 -0.18
H 0.11 0.10 -0.14
H -0.13 0.14 -0.12
C -0.25 0.14 0.06
O 0.13 0.04 0.21
H -0.02 -0.03 0.15
H 0.05 0.10 -0.17
H -0.07 0.04 -0.28
H 0.13 -0.14 -0.08
C -0.22 -0.31 0.07
O -0.23 0.04 -0.04
H -0.11 -0.05 -0.05
H 0.27 0.02 -0.04
H 0.25 0.04 0.06
H 0.09 0.13 0.09
C -0.28 -0.21 0.01
O -0.10 -0.01 -0.01
H -0.13 -0.04 -0.02
H 0.25 0.00 -0.05
H 0.26 0.02 0.07
H -0.03 0.22 -0.02
C 0.25 -0.12 -0.01
O 0.20 0.01 0.23
H 0.14 -0.01 0.00
H -0.24 -0.08 -0.07
H -0.16 0.06 -0.17
H -0.15 0.11 0.10
C -0.37 -0.10 -0.12
O 0.13 -0.23 -0.13
H 0.01 -0.10 -0.13
H 0.01 0.17 0.18
H 0.06 0.31 -0.01
H 0.19 0.00 0.11

Calculated values
LUMO level: -0.60 eV
ΔE to the lowest compared entry with this formula, charge and spin: 54.8 kcal per mole
orbital gap: 8.20 eV
SMILES: CS(=O)(=O)[C@@]1(CON=O)NC(=O)C[C@]1(S)CC(N)(N)N.CO.CO.CO.CO.CO.CO.CO

> Which of these has the highest ΔE to the lowest compared entry with this formula, charge and spin?

C4H4N2O

> The lowest ΔE to the lowest compared entry with this formula, charge and spin belongs to which entry?

C3H5NO2